This record from the OMol25 dataset describes one molecule with the formula C4H4ClF3. The level of theory is wB97M-V/def2-TZVPD.

Properties
**HOMO-LUMO gap**: 10.265 eV
**Highest occupied orbital energy**: -9.606 eV
**ΔE to the lowest compared entry with this formula, charge and spin**: 97.56 kJ/mol
**Calculated total energy**: -24886.22965 eV
**Largest force on an atom**: 6.13 eV/A
**Net charge**: 0

Geometry as XYZ:
```
12
Properties=species:S:1:pos:R:3:lowdin_charge:R:1
C 2.66854 -0.17609 0.24422 -0.021
C 1.23741 -0.48262 -0.11307 -0.385
F 1.09030 -1.80093 -0.33661 0.028
C 0.08546 0.16996 0.02706 -0.540
Cl 0.14134 1.88088 0.01581 0.713
C -1.32163 -0.56458 -0.00555 -0.402
F -2.05181 -0.70593 1.15331 0.046
F -1.98545 -0.10900 -1.03954 0.094
H 3.27233 -0.50730 -0.69742 0.124
H 2.79704 0.85123 0.54385 0.054
H 2.97504 -0.77327 1.15823 0.110
H -0.94320 -1.68284 -0.18378 0.178
```

***

This record from the OMol25 dataset describes C19H21N2O3SSeZr as an isolated structure. The level of theory is wB97M-V/def2-TZVPD.

Properties
**HOMO-LUMO gap**: 7.942 eV
**Highest occupied orbital energy**: -11.222 eV
**ΔE to the lowest compared entry with this formula, charge and spin**: 0.00 kJ/mol
**Calculated total energy**: -106627.60473 eV
**Largest force on an atom**: 0.19 eV/A
**Net charge**: +1

Geometry as XYZ:
```
48
Properties=species:S:1:pos:R:3:lowdin_charge:R:1
Zr -0.10674 0.23122 -0.48041 1.367
O -0.89644 -0.18413 -2.43310 -0.094
C -0.38104 -1.34625 -2.25006 -0.607
O -0.55310 -1.86193 -1.10894 -0.039
C 0.71017 -1.80197 -3.13988 -0.168
C 0.59406 -2.70198 -4.18342 -0.006
C 1.72293 -3.02225 -4.92301 -0.059
C 2.94436 -2.44394 -4.60943 -0.059
C 3.05809 -1.54445 -3.55963 -0.097
C 1.93619 -1.21254 -2.81149 -0.528
S 2.13155 -0.04721 -1.45676 0.658
H -0.36375 -3.14769 -4.41628 0.126
H 1.64716 -3.72354 -5.74228 0.112
H 3.82362 -2.69572 -5.18698 0.114
H 4.01292 -1.09786 -3.31596 0.108
Se -0.11825 2.43611 0.88251 0.694
C -0.90693 2.59025 -0.87193 -0.772
C -2.28228 2.36055 -1.04547 -0.144
C -2.83535 2.39723 -2.31444 -0.053
C -2.02899 2.64980 -3.41873 -0.046
C -0.67089 2.86985 -3.25933 -0.046
C -0.10138 2.83729 -1.99220 -0.152
H -2.90797 2.18770 -0.17827 0.102
H -3.89605 2.22874 -2.44314 0.119
H -2.46474 2.67294 -4.40842 0.119
H -0.04687 3.06263 -4.12137 0.122
H 0.95686 3.01860 -1.85962 0.103
C -2.50519 -0.58480 2.39602 -0.003
N -1.29274 -0.42115 3.18811 -0.057
C -1.43044 0.02916 4.57359 -0.126
C -0.17852 -0.31249 5.35273 -0.136
C 1.03531 0.22678 4.62686 -0.125
N 1.03257 -0.22118 3.23320 -0.056
C 2.31133 -0.21137 2.52815 -0.008
C -0.10446 -0.45825 2.57936 -0.474
O -0.06532 -0.76324 1.32950 -0.238
H -3.32199 -0.82935 3.07018 0.099
H -2.38900 -1.39806 1.68442 0.098
H -2.75819 0.33993 1.86894 0.084
H -2.29793 -0.47347 4.99830 0.129
H -1.62677 1.10566 4.59003 0.139
H -0.09490 -1.39557 5.45777 0.131
H -0.23404 0.11709 6.35168 0.129
H 1.95386 -0.13739 5.08452 0.130
H 1.06248 1.32036 4.65624 0.139
H 3.07599 -0.59316 3.20153 0.101
H 2.58168 0.80198 2.22291 0.096
H 2.26917 -0.85293 1.65403 0.074
```

***

This record from the OMol25 dataset describes C47H36BrF9HgN4OPSe4Te2 as an isolated structure. The level of theory is wB97M-V/def2-TZVPD.

Properties
**HOMO-LUMO gap (alpha / beta)**: 3.969 / 5.056 eV
**Highest occupied orbital energy (alpha / beta)**: -0.372 / -1.460 eV
**Calculated total energy**: -441271.13419 eV
**Largest force on an atom**: 1.94 eV/A
**Net charge**: -2
**Spin multiplicity**: 2

Geometry as XYZ:
```
106
Properties=species:S:1:pos:R:3:lowdin_charge:R:1
Hg 0.22861 0.06967 -0.70140 0.655
Br -3.90693 6.50330 -0.01893 0.624
C -2.73834 4.99651 0.16126 -0.709
C -1.46059 5.18597 0.66952 -0.158
C -0.63286 4.08160 0.79744 -0.045
C -1.02811 2.78379 0.41834 -0.448
O -0.20210 1.78252 0.61985 -0.347
C -2.33362 2.61940 -0.13605 -0.177
C -2.86949 1.38524 -0.66460 -0.124
N -2.24682 0.23032 -0.91526 0.002
C -2.96387 -0.79805 -1.47125 -0.248
C -4.21333 -0.63389 -2.12789 -0.058
C -4.96129 -1.71934 -2.56869 -0.127
C -4.53124 -3.02112 -2.39121 -0.095
C -3.25137 -3.25196 -1.82605 -0.171
C -2.71758 -4.54573 -1.66726 -0.038
C -1.43936 -4.71139 -1.17856 -0.074
C -0.71084 -3.57139 -0.84432 -0.209
N -1.19870 -2.34788 -0.92694 0.020
C -2.43996 -2.14908 -1.40143 -0.193
C -3.17242 3.74993 -0.22334 -0.114
H -1.12019 6.17491 0.94733 0.087
H 0.37311 4.19453 1.19067 0.099
H -3.92900 1.45693 -0.88052 0.083
H -4.60054 0.35424 -2.31478 0.080
H -5.91282 -1.53235 -3.05743 0.090
H -5.14236 -3.86481 -2.69572 0.087
H -3.32242 -5.40006 -1.95614 0.104
H -0.99491 -5.69465 -1.06148 0.095
H 0.31946 -3.66188 -0.50733 0.068
H -4.16836 3.62580 -0.63145 0.097
Se 2.09730 -1.46321 -1.77949 -0.211
Se 3.93593 -0.18859 -2.15172 -0.184
Te 1.32577 -0.20911 -5.47981 0.040
Se 0.40488 -0.56217 -3.19004 -0.346
F -2.92869 -6.78319 5.03783 0.119
C -3.40927 -6.12016 3.96520 -0.579
F -4.60676 -5.61053 4.31914 0.131
F -3.65788 -7.04628 3.01504 0.133
C -2.47303 -5.06203 3.48064 -0.138
C -2.91970 -4.15443 2.53500 0.005
C -2.05670 -3.18066 2.05922 -0.068
C -0.73809 -3.11222 2.50431 -0.331
C -0.30973 -4.02569 3.45940 -0.065
C -1.17089 -5.00289 3.94254 -0.011
P 0.23277 -1.65330 1.93122 1.112
C -0.22319 -0.48512 3.27149 -0.334
C -1.23481 0.41496 2.96038 -0.067
C -1.67979 1.33612 3.90376 0.019
C -1.12018 1.33713 5.16847 -0.133
C -0.14837 0.40740 5.50974 -0.017
C 0.28746 -0.50863 4.56779 -0.075
C -1.54468 2.33157 6.20108 -0.578
F -2.56926 3.09730 5.79757 0.136
F -1.93198 1.72126 7.34919 0.118
F -0.53625 3.16127 6.54394 0.132
C 1.94286 -2.17545 2.31308 -0.367
C 2.39095 -3.38576 1.77028 -0.091
C 3.72544 -3.73838 1.82492 0.001
C 4.63840 -2.88280 2.43366 -0.126
C 4.22027 -1.67760 2.95674 -0.008
C 2.88087 -1.32236 2.88221 -0.126
C 6.05767 -3.32233 2.58029 -0.573
F 6.19702 -4.17119 3.63783 0.113
F 6.89898 -2.29885 2.80364 0.134
F 6.50542 -3.99110 1.50209 0.136
H -3.93660 -4.21408 2.16833 0.128
H -2.40248 -2.46842 1.31612 0.104
H 0.70906 -3.98888 3.82552 0.104
H -0.83067 -5.71573 4.68188 0.115
H -1.66478 0.41593 1.96422 0.090
H -2.45159 2.04999 3.64857 0.126
H 0.26304 0.40411 6.51356 0.120
H 1.03339 -1.24532 4.84372 0.104
H 1.68475 -4.05799 1.29635 0.100
H 4.06744 -4.66134 1.37417 0.124
H 4.93679 -0.99696 3.39723 0.123
H 2.56439 -0.36904 3.28491 0.078
C 3.16213 3.19259 -4.33363 -0.053
N 1.89574 3.38374 -5.01250 -0.094
C 0.69990 3.22423 -4.38380 -0.809
Se 0.38920 3.17615 -2.59933 0.700
N -0.25342 3.29277 -5.35936 0.106
C 0.32480 3.49549 -6.59979 -0.204
C -0.21281 3.69116 -7.85984 -0.022
C 0.67141 3.96835 -8.89935 -0.117
C 2.04482 4.03674 -8.67593 -0.113
C 2.58219 3.83002 -7.40732 -0.015
C 1.70256 3.56357 -6.37338 -0.188
H 3.10386 2.29118 -3.72046 0.022
H 3.38723 4.04687 -3.69267 0.087
H 3.94375 3.05986 -5.07913 0.085
H -1.21304 3.07795 -5.16419 0.148
H -1.28191 3.63205 -8.02604 0.107
H 0.28489 4.13974 -9.89783 0.090
H 2.70652 4.26154 -9.50363 0.090
H 3.65135 3.87856 -7.24071 0.103
C 3.59883 3.15567 -0.38207 -0.466
Te 3.03034 1.40845 0.69746 1.075
C 2.44547 2.54463 2.43816 -0.451
H 4.21083 3.78493 0.26584 -0.010
H 2.71612 3.68862 -0.72726 -0.043
H 4.17759 2.80760 -1.23339 -0.039
H 2.99487 2.19747 3.31716 -0.024
H 1.36964 2.46128 2.61694 -0.024
H 2.69994 3.59252 2.25846 -0.011
```

***

This record from the OMol25 dataset describes one molecule with the formula C5H9F. The level of theory is wB97M-V/def2-TZVPD.

Properties
**HOMO-LUMO gap**: 11.305 eV
**Highest occupied orbital energy**: -10.151 eV
**ΔE to the lowest compared entry with this formula, charge and spin**: 115.04 kJ/mol
**Calculated total energy**: -8046.85056 eV
**Largest force on an atom**: 3.00 eV/A
**Net charge**: 0

Geometry as XYZ:
```
15
Properties=species:S:1:pos:R:3:lowdin_charge:R:1
C 2.69329 0.03150 -0.25551 -0.125
C 1.39613 -0.53553 0.38564 -0.215
C 0.10714 0.04462 -0.21204 -0.249
C -0.76247 1.17401 0.16281 -0.098
C -1.27626 -0.18595 0.38152 -0.265
F -2.40487 -0.52755 -0.35510 -0.028
H 2.76186 1.18231 -0.27301 0.091
H 3.60383 -0.35905 0.27055 0.070
H 2.75336 -0.26985 -1.34858 0.079
H 1.48410 -0.40226 1.44558 0.097
H 1.26398 -1.58969 0.07103 0.116
H 0.04326 0.03906 -1.30335 0.143
H -1.15850 1.69521 -0.73319 0.121
H -0.58881 1.93107 0.95788 0.116
H -1.46618 -0.65077 1.33449 0.145
```